Record 1
Below is C40H34BiCl2N3O3S6 as an isolated structure, with properties calculated with ωB97M-V/def2-TZVPD.

## Properties
total charge	-2
multiplicity	1

The geometry in XYZ format:
```
89
Properties=species:S:1:pos:R:3:forces:R:3
Bi -0.4252 -0.0087 -0.6017 -0.20 -0.12 0.04
C 0.1046 4.2080 0.6646 -0.01 -0.04 0.02
C -0.2174 3.5494 1.7902 -0.01 0.05 -0.13
C 0.4878 2.2332 1.8258 0.08 -0.11 0.22
C 1.2309 2.2158 0.5241 0.37 0.20 0.29
C 1.0257 3.3799 -0.1175 -0.12 -0.04 -0.20
H -0.2509 5.1856 0.3662 -0.03 -0.02 -0.01
H -0.9101 3.8718 2.5572 0.03 0.01 0.00
H -0.2583 1.4313 1.9066 0.00 0.06 -0.04
H 2.0075 1.5030 0.2716 -0.11 -0.10 -0.04
H 1.4785 3.6644 -1.0594 0.03 0.00 0.04
O -1.6177 -2.0831 0.6027 0.28 0.01 -0.27
C -1.3657 -3.3148 -0.0480 0.03 -0.09 0.04
C 0.1116 -3.5904 -0.2290 0.06 0.14 0.13
C 0.5992 -4.8557 -0.5330 0.00 -0.04 -0.03
C 1.9651 -5.0136 -0.6921 0.01 -0.03 0.01
C 2.8025 -3.9197 -0.5319 0.00 0.03 -0.01
C 2.2310 -2.6980 -0.2162 -0.09 -0.08 0.08
N 0.9154 -2.5472 -0.0673 0.10 -0.01 -0.15
H -1.0245 -1.9923 1.3785 0.09 -0.01 0.45
H -1.8508 -3.2511 -1.0238 -0.04 0.02 0.00
H -1.8216 -4.1453 0.5035 0.00 0.01 0.04
H -0.0785 -5.6937 -0.6429 -0.01 0.01 0.00
H 2.3771 -5.9872 -0.9302 -0.01 0.01 -0.02
H 3.8730 -4.0019 -0.6609 0.00 0.00 0.02
H 2.8344 -1.8096 -0.0725 -0.01 0.01 -0.05
Cl -4.7378 0.2266 1.2083 0.00 0.01 -0.01
C -4.5831 1.0868 -0.3018 0.01 0.02 -0.03
C -5.7251 1.5876 -0.8915 0.02 -0.02 0.00
C -5.6484 2.2744 -2.0969 0.02 -0.01 0.03
C -4.4033 2.4426 -2.6879 -0.02 0.00 -0.04
C -3.2700 1.9357 -2.0861 -0.03 0.07 -0.01
Cl -1.7323 2.2156 -2.8598 0.01 -0.03 -0.05
C -3.2763 1.2306 -0.8494 0.01 -0.06 0.05
N -2.1896 0.8011 -0.2137 0.00 0.18 0.01
H -6.6777 1.4325 -0.4010 0.01 -0.01 0.00
H -6.5394 2.6718 -2.5648 0.00 -0.01 0.00
H -4.3066 2.9716 -3.6274 0.02 0.00 0.01
O -2.5494 -2.0132 -2.8104 0.01 0.01 0.02
C -1.5139 -1.5474 -3.2627 -0.08 0.02 -0.05
O -0.5764 -0.9600 -2.5924 -0.02 -0.03 0.17
C -1.2113 -1.6444 -4.7406 0.03 0.03 -0.02
C -2.2029 -2.0783 -5.6112 -0.02 -0.02 -0.05
C -1.9494 -2.1560 -6.9729 0.02 0.00 0.00
C -0.6955 -1.8147 -7.4657 0.01 0.01 0.04
C 0.3005 -1.3922 -6.5939 -0.02 -0.03 -0.01
C 0.0435 -1.2988 -5.2328 0.01 0.04 0.02
H -3.1681 -2.3454 -5.2006 0.00 0.01 0.02
H -2.7286 -2.4811 -7.6524 0.00 -0.01 0.00
H -0.4959 -1.8768 -8.5293 0.00 0.00 0.00
H 1.2820 -1.1345 -6.9731 -0.01 0.02 0.00
H 0.8051 -0.9574 -4.5391 -0.01 -0.01 -0.02
N 0.0941 -1.6088 3.1169 -0.37 -0.21 -0.50
S 0.6871 -0.5594 4.1628 0.07 0.06 -0.08
C 1.7402 0.5612 3.3374 0.06 -0.01 0.33
C 2.9908 0.0181 3.0269 -0.01 0.10 -0.04
C 4.0521 0.7851 2.6032 0.01 -0.06 -0.02
C 3.8887 2.2057 2.6668 0.01 0.02 -0.03
C 2.7152 2.7913 2.9780 -0.13 0.05 0.03
C 1.4246 2.0176 3.1000 -0.08 -0.01 -0.36
C -0.6418 0.5574 4.6357 0.08 0.00 0.12
C -0.5087 1.3008 5.8023 -0.07 0.04 -0.03
C -1.5280 2.1591 6.1893 0.02 -0.07 -0.01
C -2.6779 2.2634 5.4134 0.03 0.03 0.01
C -2.8084 1.5042 4.2584 -0.03 -0.03 -0.01
C -1.7926 0.6382 3.8712 -0.05 0.05 -0.02
H 0.0562 -2.4883 3.6288 0.01 -0.01 0.00
H 3.1156 -1.0572 3.1365 0.01 0.00 -0.02
H 5.0018 0.3413 2.3383 -0.01 0.00 0.00
H 4.7552 2.8375 2.4907 0.00 0.01 0.02
H 2.6433 3.8729 3.0370 0.02 0.01 0.03
H 0.8270 2.4462 3.9091 0.02 -0.05 0.10
H 0.3984 1.2100 6.3895 0.00 0.03 0.00
H -1.4275 2.7417 7.0975 0.00 0.02 -0.01
H -3.4696 2.9419 5.7088 -0.01 -0.02 0.00
H -3.7004 1.5786 3.6483 0.03 0.02 -0.02
H -1.8864 0.0358 2.9734 -0.02 -0.01 0.04
C 2.5541 2.3619 -5.2116 0.04 0.01 0.06
S 3.7323 2.9660 -3.9753 -0.05 0.00 -0.04
C 4.6141 1.5008 -3.6128 0.05 0.12 0.06
C 4.1077 0.4058 -2.9798 0.14 0.03 -0.03
S 2.5170 0.0842 -2.4701 -0.09 -0.13 -0.02
S 5.3311 -0.8486 -2.7323 -0.08 -0.01 0.02
C 6.7021 -0.0714 -3.4229 -0.05 0.03 -0.03
S 8.2212 -0.7425 -3.4906 0.04 -0.02 0.00
S 6.3082 1.4712 -4.0502 -0.02 -0.04 0.00
H 1.9652 3.2243 -5.5240 -0.02 -0.02 -0.02
H 1.9068 1.6146 -4.7543 0.00 0.01 -0.02
H 3.0814 1.9427 -6.0670 -0.01 0.01 -0.02
```
Forces are in eV/Å.

Atom charges from the Löwdin analysis, given in e for atoms 1 to 8: Bi 1.80; C -0.08; C -0.06; C -0.30; C -0.21; C -0.08; H 0.09; H 0.10

Record 2
Below is one molecule with the formula C3H8ClN in a non-equilibrium geometry, with properties calculated with ωB97M-V/def2-TZVPD.

## Properties
structure (SMILES)	C[C@@H](Cl)CN
multiplicity	1

The geometry in XYZ format:
```
13
Properties=species:S:1:pos:R:3:forces:R:3
C -0.4770 1.6423 -0.3562 0.10 -0.84 -2.54
C -0.2844 0.4969 0.6037 3.50 -0.42 -1.84
Cl -1.1550 -0.8506 -0.0771 -1.13 -1.03 0.10
C 1.2646 -0.0409 0.6840 -0.52 2.74 -0.14
N 1.8045 -0.4508 -0.6130 0.47 -0.08 1.78
H -0.0577 1.3193 -1.3979 -0.73 0.68 1.73
H -1.5494 1.8052 -0.5456 0.37 0.08 0.22
H -0.0022 2.5687 -0.1031 0.32 0.44 0.47
H -0.5807 0.7491 1.5618 -0.93 0.16 1.95
H 1.2821 -0.8194 1.4081 -0.01 -0.93 0.34
H 1.9144 0.7838 1.1575 -0.98 -0.86 -0.86
H 1.6430 -1.4304 -0.7440 -0.14 -0.35 -0.23
H 1.3347 0.0494 -1.3243 -0.31 0.40 -0.96
```
Forces are in eV/Å.

Atom charges from the Löwdin analysis, given in e for atoms 1 to 8: C -0.17; C -0.74; Cl 0.65; C -0.29; N -0.01; H 0.09; H 0.07; H 0.07

Record 3
Below is a 15-piece molecular cluster, C45H120O45S15 overall in a non-equilibrium geometry, with properties calculated with ωB97M-V/def2-TZVPD.

## Properties
multiplicity	1

The geometry in XYZ format:
```
225
Properties=species:S:1:pos:R:3:forces:R:3
O -0.0279 -4.1789 1.1150 -0.34 0.39 0.74
S -1.3075 -4.1782 1.7744 -1.20 -0.69 -0.19
O -2.0726 -2.9679 1.9727 0.88 -0.78 0.05
O -2.2711 -5.1291 0.8875 0.27 0.80 0.37
C -1.6164 -6.1280 0.1130 0.64 -1.47 -0.70
C -2.6534 -7.0670 -0.4734 -1.11 0.49 1.07
C -1.3671 -5.1655 3.2931 0.32 -0.39 -0.65
H -0.9568 -6.7564 0.7237 -0.02 0.31 0.32
H -0.9632 -5.7088 -0.6522 -0.27 0.38 0.00
H -2.2107 -7.9143 -0.9873 0.04 0.22 -0.31
H -3.4298 -6.5329 -1.0241 0.46 -0.03 -0.64
H -3.2543 -7.4640 0.3532 0.30 -0.24 0.11
H -0.7708 -4.7595 4.1055 -0.21 0.42 -0.07
H -0.9868 -6.1688 3.0882 0.25 0.17 -0.34
H -2.4247 -5.3273 3.4907 -0.01 0.53 0.26
O 6.7905 -2.6013 3.7905 -0.50 -0.40 -0.15
S 6.1885 -3.7906 3.2522 0.12 -0.56 -0.61
O 6.4321 -5.0607 3.8922 -0.17 0.69 -0.32
O 4.6107 -3.5283 3.2004 0.90 0.12 -0.25
C 3.8198 -4.5405 2.5554 -0.73 -1.37 0.69
C 2.4653 -4.4500 3.2111 -0.86 1.18 -0.66
C 6.6037 -3.9434 1.5142 -0.08 0.12 -0.13
H 4.1966 -5.5441 2.7739 0.49 0.19 0.12
H 3.7967 -4.4734 1.4678 0.02 0.68 0.02
H 1.7128 -5.1084 2.7754 0.38 -0.51 0.15
H 2.0223 -3.4737 2.9881 0.21 0.13 0.17
H 2.5120 -4.5098 4.2955 0.10 -0.33 -0.03
H 6.5093 -2.9868 1.0020 0.24 0.21 0.37
H 5.9430 -4.5908 0.9400 -0.13 -0.29 0.51
H 7.6071 -4.3607 1.4686 0.08 0.20 0.06
O 0.7384 -0.1121 -0.6811 -0.04 0.55 0.44
S 0.1512 0.2455 0.5865 -0.28 0.45 1.25
O 0.3401 1.5456 1.2236 -0.77 -0.83 -1.60
O -1.4570 -0.0368 0.4548 1.65 0.46 1.07
C -1.9029 -1.0210 -0.4806 -0.63 -0.21 -1.71
C -2.2282 -0.3078 -1.8053 -0.15 -0.74 0.16
C 0.6603 -0.8674 1.8742 -1.04 -0.74 -0.74
H -2.8050 -1.5239 -0.1295 -0.14 0.70 0.63
H -1.2428 -1.8838 -0.5990 0.60 0.46 -0.03
H -2.6883 0.6593 -1.6059 0.03 0.01 0.07
H -2.9610 -0.9136 -2.3362 0.01 0.09 -0.10
H -1.3680 -0.1948 -2.4624 0.16 0.12 0.22
H 1.2777 -0.4008 2.6349 0.24 0.12 -0.28
H 1.0771 -1.7265 1.3509 0.27 -0.11 0.42
H -0.3017 -1.1584 2.2994 0.21 -0.19 0.28
O -4.0149 -0.5986 -5.6701 -1.08 -0.02 0.92
S -5.2652 -1.0289 -5.0800 -0.23 -1.48 -1.28
O -6.0458 -0.2430 -4.1779 0.33 0.29 -0.32
O -6.2997 -1.3795 -6.2963 0.86 0.70 0.73
C -5.7656 -1.9746 -7.4721 0.23 -1.07 -1.58
C -6.9467 -2.1188 -8.4479 1.13 -0.13 0.39
C -5.1350 -2.6896 -4.4037 0.38 1.09 0.67
H -5.3287 -2.9684 -7.3130 -0.39 -0.14 0.69
H -4.9065 -1.4714 -7.9186 -0.32 0.85 0.28
H -7.7118 -2.6370 -7.8739 -0.54 0.47 -0.29
H -6.6992 -2.7595 -9.2953 0.26 -0.04 0.09
H -7.1727 -1.1397 -8.8622 -0.66 -0.03 0.28
H -6.1470 -3.0434 -4.2277 -0.02 -0.17 -0.52
H -4.6969 -2.5867 -3.4096 0.33 0.05 -0.15
H -4.4820 -3.2641 -5.0525 -0.20 -0.22 0.02
O 4.6518 0.4119 -0.6353 -0.29 -0.18 1.06
S 4.8162 0.3311 0.7959 2.24 0.69 0.69
O 4.6980 -0.9174 1.5123 -0.28 0.47 -0.53
O 6.3516 0.9098 1.0517 -1.66 -0.77 -0.68
C 6.9935 0.5312 2.2709 0.57 0.15 0.76
C 8.3521 1.2023 2.2459 0.88 -0.02 0.26
C 3.9143 1.6409 1.6198 -0.12 -0.36 -0.98
H 7.0856 -0.5518 2.3599 0.02 0.02 -0.25
H 6.4397 0.8365 3.1658 -0.29 0.29 -0.24
H 9.0326 0.6698 1.5800 -0.10 0.11 -0.19
H 8.8586 1.2121 3.2150 -0.35 -0.40 0.17
H 8.3590 2.2589 1.9772 -0.50 -0.08 -0.31
H 4.4739 2.1269 2.4134 0.20 -0.30 0.03
H 2.9848 1.2244 1.9974 -0.10 0.19 -0.09
H 3.7836 2.3331 0.7891 -0.36 0.27 0.31
O 2.0352 5.5996 -0.2540 0.12 -0.04 1.00
S 2.0970 5.5866 1.1943 0.03 0.52 -0.08
O 3.2023 4.9405 1.8754 -1.20 0.64 -0.73
O 2.1113 7.1119 1.7459 0.39 -1.34 -0.04
C 1.1507 8.0750 1.2266 0.83 -0.37 0.55
C 1.9402 9.0498 0.3799 -0.36 -0.30 -0.71
C 0.5286 4.9964 1.8638 1.12 -0.31 0.44
H 0.7814 8.5447 2.1392 -0.28 0.08 -0.20
H 0.3520 7.5038 0.7525 -0.04 0.45 -0.37
H 2.5203 8.5193 -0.3764 -0.14 -0.18 0.01
H 2.6647 9.5989 0.9768 -0.25 0.16 0.15
H 1.2596 9.7067 -0.1651 0.12 0.26 0.22
H -0.3281 5.0855 1.2050 0.15 0.36 -0.11
H 0.4526 5.5220 2.8130 -0.43 -0.03 -0.04
H 0.6991 3.9458 2.1008 -0.06 -0.05 -0.13
O -1.3296 3.0553 6.6227 -0.03 0.34 -1.27
S -1.2324 3.2360 5.1847 0.24 -0.72 0.95
O -2.2103 3.9929 4.4526 0.66 -0.49 0.22
O 0.1728 4.0121 4.9000 -1.38 -0.11 -0.64
C 1.2801 3.8450 5.7610 1.62 -1.54 0.41
C 2.4948 4.4669 5.1153 -0.10 0.66 -1.09
C -1.0361 1.5141 4.5195 0.94 1.74 0.15
H 1.5424 2.7830 5.7977 -0.47 -0.14 0.40
H 1.1065 4.1901 6.7798 -0.34 0.21 -0.18
H 2.2512 5.4905 4.8168 0.38 0.19 0.32
H 2.7734 3.9848 4.1747 -0.42 -0.25 0.00
H 3.4247 4.4023 5.6788 -0.32 0.23 0.55
H -0.8606 1.5216 3.4456 -0.36 0.20 -0.04
H -1.9353 0.9987 4.8295 -0.04 -0.04 0.04
H -0.1192 1.1617 4.9919 -0.19 -0.21 0.25
O -5.4059 -0.4150 -1.3115 -0.36 0.07 0.23
S -6.4799 0.3937 -0.7976 0.29 0.65 -0.98
O -6.7618 0.3818 0.6000 -0.12 0.00 -0.11
O -6.1322 1.9372 -1.1473 -0.52 -0.85 0.80
C -5.8996 2.3656 -2.4884 -0.47 -0.42 -1.62
C -5.6554 3.8585 -2.4562 0.76 -0.80 0.16
C -7.9593 0.0482 -1.7667 0.14 0.26 0.23
H -6.7904 2.1992 -3.1093 -0.24 0.07 0.37
H -5.2014 1.7164 -3.0229 0.67 0.30 0.58
H -5.3624 4.2426 -3.4324 -0.55 -0.06 -0.20
H -4.7762 4.0682 -1.8438 -0.36 0.18 0.44
H -6.5918 4.2585 -2.0755 0.35 0.71 0.03
H -8.8830 0.2835 -1.2428 0.27 0.00 0.43
H -7.9088 -1.0103 -2.0053 0.00 0.04 -0.12
H -7.9453 0.6601 -2.6642 0.25 -0.29 -0.14
O 2.6849 0.8874 4.4899 0.12 0.96 0.62
S 3.7624 0.8204 5.4391 0.59 -3.34 0.40
O 4.9040 1.6858 5.4502 -0.73 0.74 0.01
O 3.0629 0.6794 6.9165 -0.11 0.74 -1.62
C 3.9147 0.7118 8.0551 0.94 0.21 0.72
C 4.3214 2.1078 8.4510 1.16 0.46 0.03
C 4.3978 -0.8627 5.2767 -0.62 -0.01 0.05
H 4.8196 0.1291 7.8516 -0.14 -0.13 0.09
H 3.3909 0.2555 8.8959 -0.32 -0.25 -0.43
H 4.8645 2.1225 9.4012 -0.56 -0.32 0.32
H 3.4894 2.8079 8.4874 0.00 -0.03 -0.03
H 5.1271 2.4639 7.8056 -0.52 0.24 -0.47
H 4.5803 -1.1390 4.2385 0.04 0.50 -0.13
H 3.5705 -1.4878 5.6138 0.11 -0.10 0.10
H 5.3038 -1.0526 5.8457 -0.06 0.23 0.12
O -0.0385 -0.9392 6.5639 0.81 -0.68 -0.02
S -0.3501 -2.2011 5.9543 -1.78 0.46 -0.69
O 0.4004 -2.7276 4.8318 -0.33 0.14 1.26
O -0.4782 -3.3531 7.0839 0.65 0.67 -1.28
C -0.4284 -2.9481 8.4442 0.28 -0.99 2.04
C -0.3493 -4.2498 9.2528 -0.38 -0.45 -0.99
C -2.0953 -2.0297 5.4420 1.21 0.04 0.85
H -1.3330 -2.4175 8.7444 0.11 0.29 -0.30
H 0.4674 -2.3938 8.7237 -0.13 0.44 -0.67
H -1.2568 -4.8300 9.0678 -0.16 0.12 0.46
H -0.1732 -4.0836 10.3120 -0.16 0.09 -0.01
H 0.4260 -4.9042 8.8492 0.33 0.30 0.13
H -2.4806 -1.2197 6.0584 -0.08 0.05 -0.12
H -2.6158 -2.9464 5.7037 -0.07 -0.10 -0.57
H -2.0426 -1.7344 4.3985 -0.33 -0.30 -0.10
O -4.2214 0.8218 5.0685 -0.38 -0.13 -1.38
S -4.7691 0.8955 3.7253 0.34 0.11 -0.21
O -6.0411 1.5356 3.5087 1.07 -0.33 0.06
O -3.5807 1.5722 2.8323 -1.06 -0.43 0.82
C -3.8796 1.7052 1.4377 -0.66 0.58 -1.02
C -2.9956 2.7663 0.7856 -0.43 -0.22 0.44
C -4.7949 -0.7444 2.9824 -0.23 -0.27 0.93
H -4.9045 2.0410 1.2773 -0.14 -0.21 0.52
H -3.8099 0.7444 0.9270 0.35 -0.08 0.20
H -2.2034 3.0544 1.4763 0.26 -0.11 -0.26
H -3.6053 3.6475 0.5856 0.14 0.11 0.00
H -2.6336 2.3719 -0.1594 0.32 0.15 0.08
H -3.8653 -1.2346 3.2620 0.12 0.10 -0.26
H -4.9923 -0.7814 1.9157 0.13 0.47 0.00
H -5.6008 -1.2998 3.4649 -0.07 0.20 0.12
O 1.4548 1.4712 -4.6488 -0.23 0.18 -0.04
S 2.1475 2.6524 -4.2168 2.06 1.74 1.68
O 2.6798 3.6165 -5.1474 -0.89 -0.82 0.12
O 1.2702 3.5547 -3.1768 0.12 -0.82 -1.59
C 0.6349 2.8797 -2.0846 0.45 -0.75 0.96
C -0.4553 3.7321 -1.5035 -0.26 0.70 -0.05
C 3.5197 2.1851 -3.0910 -1.33 -0.11 -0.74
H 1.4156 2.6637 -1.3476 -0.09 0.27 0.18
H 0.2678 1.8849 -2.3544 -0.14 0.18 -0.44
H -0.7634 3.3764 -0.5220 0.02 -0.39 -0.16
H -1.3173 3.7819 -2.1719 -0.06 -0.12 0.06
H -0.1378 4.7608 -1.3239 0.32 -0.05 -0.24
H 3.8246 3.0791 -2.5556 -0.08 0.02 0.01
H 4.3404 1.7854 -3.6802 -0.10 -0.08 -0.07
H 3.0789 1.4318 -2.4407 0.38 -0.03 0.20
O -1.8854 -2.6503 -3.8131 0.46 0.13 -0.95
S -0.9711 -2.5935 -4.9320 -0.49 -0.62 -0.04
O 0.0553 -3.6104 -5.0154 -0.44 0.89 -0.16
O -1.8783 -2.6453 -6.2833 0.27 -0.09 1.60
C -1.2801 -3.2241 -7.4659 0.41 1.02 0.06
C -2.0658 -2.6450 -8.6194 -1.04 -0.26 -0.59
C -0.2760 -0.9447 -5.0153 0.22 -0.92 -0.23
H -1.3098 -4.3086 -7.3716 -0.06 0.04 -0.23
H -0.2376 -2.8938 -7.4633 0.01 -0.23 -0.35
H -1.6724 -2.9041 -9.6029 0.24 -0.15 0.16
H -2.2422 -1.5680 -8.6235 0.75 0.12 0.43
H -3.0952 -3.0169 -8.5986 0.10 -0.38 0.04
H 0.6148 -0.9364 -4.3898 -0.27 0.11 0.38
H -1.0671 -0.2730 -4.7008 0.15 0.17 -0.05
H 0.0918 -0.7547 -6.0227 -0.31 0.01 -0.11
O 3.5774 -4.6115 -3.1284 0.38 0.74 0.16
S 3.8180 -3.5254 -2.2153 -0.92 0.62 0.24
O 4.6183 -3.7349 -1.0462 0.07 0.10 -0.28
O 4.4885 -2.2296 -2.9611 -0.45 -2.06 0.61
C 3.9066 -1.8422 -4.2059 -0.68 1.05 -0.65
C 4.9847 -1.3899 -5.1515 0.45 -0.43 -0.04
C 2.2053 -2.8519 -1.7027 0.53 0.15 -0.51
H 3.2499 -1.0005 -3.9541 -0.09 -0.05 -0.19
H 3.3183 -2.5967 -4.7352 -0.02 -0.38 0.67
H 5.5344 -2.2593 -5.5195 0.17 0.04 0.21
H 5.6725 -0.7255 -4.6286 0.01 0.15 -0.28
H 4.5540 -0.9408 -6.0466 -0.07 0.33 0.20
H 2.3689 -1.8555 -1.2962 0.08 -0.03 0.03
H 1.6996 -3.4778 -0.9695 0.39 -0.26 0.03
H 1.5684 -2.7959 -2.5858 0.10 0.00 -0.08
O -1.4846 1.2851 -9.2865 0.37 0.51 0.12
S -1.1401 2.6649 -9.0419 -0.68 -0.47 1.28
O -1.6587 3.6788 -9.8987 0.50 0.03 0.05
O -1.6496 3.0658 -7.5443 0.47 0.08 -1.27
C -1.8534 2.0281 -6.5905 -0.77 0.27 2.09
C -1.5901 2.6237 -5.1921 0.65 0.52 -0.79
C 0.6224 2.7870 -8.7434 -0.73 0.71 -0.74
H -1.2119 1.1647 -6.7464 -0.29 -0.12 -0.39
H -2.9259 1.8391 -6.5410 0.14 -0.88 -0.76
H -2.3022 3.4368 -5.0512 0.17 0.14 0.14
H -0.5664 3.0022 -5.1922 -0.17 0.26 0.25
H -1.6779 1.9440 -4.3449 -0.18 -0.35 -0.29
H 1.1218 2.3392 -9.5992 0.11 -0.43 0.31
H 0.7785 2.3596 -7.7582 0.39 -0.27 -0.17
H 0.8824 3.8446 -8.7526 -0.12 0.02 0.25
```
Forces are in eV/Å.

Atom charges from the Löwdin analysis, given in e for atoms 1 to 8: O -0.28; S 0.63; O -0.28; O -0.25; C -0.29; C -0.06; C -0.09; H 0.12

Results for Kohn-Sham gap: 0.1855, 0.3839, 0.3844 (in hartree, following the order of the records).
Results for molecular weight: 1077.0, 93.6, 1862.4 (in u, following the order of the records).
Results for relative energy (zero: lowest compared OMol25 entry of this formula, charge and spin): 162.7, 3.4, 6.0 (in kJ/mol, following the order of the records).